Density functional theory data (wB97M-V/def2-TZVPD) for C9H11CuF5O11P2S3 as an isolated structure in a non-equilibrium geometry.

XYZ file:
```
42
Properties=species:S:1:pos:R:3:forces:R:3:nbo_charge:R:1
H -1.35193 1.54240 1.36340 0.37 0.32 -0.55 0.553
O 1.32699 -2.96222 0.94764 0.11 0.38 0.01 -1.018
F 3.83843 -2.73980 -4.11015 -0.03 0.00 0.08 -0.315
C 5.11764 -3.08356 -2.16976 -0.03 -0.02 -0.02 0.251
O 0.51635 1.36665 -1.34086 0.71 3.90 -2.86 -1.159
H -2.07084 -0.19557 1.21293 -0.10 0.10 -0.13 0.563
C 4.15216 -2.36930 -2.85460 0.03 0.04 -0.21 0.286
O -1.90334 0.21232 -0.70894 0.14 0.78 -0.51 -1.226
C 3.91868 -0.81764 -0.99703 0.01 0.08 0.03 -0.298
S 3.22746 0.60964 -0.31535 0.50 0.20 0.51 -0.127
C -1.55168 2.80126 -1.59844 0.18 -0.85 0.04 -0.453
F 2.70607 -0.56485 -3.01784 0.06 -0.09 0.04 -0.289
O 1.00575 -1.52465 -0.95093 0.16 -1.26 0.28 -1.052
O -0.83889 -1.88209 0.65566 0.45 -0.09 0.18 -1.023
P -2.22174 1.03414 -1.94279 -1.23 -0.35 0.75 2.355
H -2.68333 -0.99028 3.27436 0.00 0.00 0.04 0.171
C 5.47763 -2.68438 -0.89893 0.13 -0.01 0.09 0.243
O -2.31822 0.48720 1.88008 0.15 -0.16 -0.01 -0.763
P -0.17018 2.38135 -0.46307 -1.51 1.96 -0.81 2.314
O -0.98174 3.37686 -2.77919 -0.12 0.25 0.17 -0.738
F 5.30494 -1.21529 0.88777 -0.02 -0.04 -0.03 -0.299
H -3.33534 3.91510 -1.89138 -0.06 -0.05 0.04 0.226
O 0.83776 3.63149 -0.31014 -0.16 -0.10 0.16 -0.993
C 3.57119 -1.25639 -2.28066 -0.05 0.02 0.01 0.357
O -0.70057 2.27742 1.00506 -0.26 0.01 0.25 -1.049
H -2.59678 0.68038 3.88244 0.01 -0.02 0.00 0.156
S 1.09945 -0.30378 1.77361 1.70 0.99 2.07 -0.464
F 6.43897 -3.36254 -0.24182 -0.04 -0.01 0.00 -0.312
Cu 0.43786 0.13016 -0.16448 -0.71 0.51 0.99 0.916
O -3.64783 1.14003 -2.35056 0.25 0.33 -0.37 -1.161
C 4.88769 -1.57178 -0.33062 -0.04 -0.03 0.00 0.347
H -2.27723 4.57808 -0.61278 -0.07 0.03 -0.01 0.190
H -0.36878 2.71641 -3.12648 -0.08 -0.11 -0.08 0.490
H -3.23520 3.09727 -0.32373 -0.03 0.08 0.04 0.235
H -0.60549 -0.05670 -2.84435 0.03 0.08 0.11 0.517
O -1.33399 0.48333 -3.18139 0.03 0.14 -0.19 -1.023
H -1.10658 -0.19382 3.43527 0.01 0.00 -0.02 0.188
S 0.62630 -1.75880 0.49539 -0.82 -7.16 0.15 2.075
C -2.15791 -0.03713 3.18612 -0.03 -0.03 -0.01 -0.244
H 1.73973 3.28588 -0.30033 0.10 0.02 -0.16 0.509
F 5.72525 -4.13337 -2.75229 -0.07 0.03 0.07 -0.310
C -2.67231 3.66316 -1.06446 0.30 0.13 -0.08 -0.628
```
Positions in Å, forces in eV/Å.

Summary:
<S²>	0.76
Kohn-Sham gap (alpha / beta)	0.2554 / 0.2028	Eh
HOMO level (alpha / beta)	-2.36 / -2.19	eV
net charge	-2
multiplicity	2

Density functional theory data (wB97M-V/def2-TZVPD) for C9H11FN2O7S2 as an isolated structure in a non-equilibrium geometry.

XYZ file:
```
32
Properties=species:S:1:pos:R:3:forces:R:3:nbo_charge:R:1
C -1.55043 0.19997 -1.44682 0.62 0.08 0.21 -0.516
F -5.66015 -2.19287 -2.74190 1.37 0.75 0.45 -0.455
O -0.72946 -0.91610 -3.40548 -0.73 0.28 -2.05 -0.500
H 5.24000 0.47124 3.32596 -0.01 -0.02 -0.02 0.249
H 1.40812 1.93642 0.38458 0.03 0.04 -0.01 0.240
C 3.50670 -0.14340 2.26861 0.44 -0.35 0.40 0.310
C 2.24560 1.65800 1.00912 -0.12 -0.37 -0.01 -0.388
O 3.06589 3.84281 1.10886 0.43 -0.31 0.36 -0.621
S -5.33349 0.00042 -0.59005 -0.59 0.61 0.65 0.155
C 4.30494 2.14840 2.29481 0.37 -0.48 0.36 0.471
O 5.10702 2.99468 2.63736 -0.21 0.25 -0.18 -0.520
N 0.26953 -1.63923 -1.52734 -0.61 1.04 0.51 -0.898
H -1.81263 1.04578 -2.10686 -0.17 -0.55 0.26 0.244
O 3.57399 -1.43387 2.61351 -0.44 0.31 -0.37 -0.623
H 2.81158 -1.86458 2.18203 0.08 -0.08 0.04 0.506
C -2.77216 -0.42101 -0.72715 0.95 0.62 0.34 -0.248
H -3.03898 0.27377 0.09091 0.03 -0.37 -0.41 0.229
S -4.29169 -2.17994 -1.92957 1.64 -1.43 1.03 2.486
N -3.98418 -0.53389 -1.58718 -1.94 -0.96 -0.44 -0.757
H -6.38029 0.24345 -1.43041 0.90 -0.17 -0.34 0.143
C 4.41119 0.74744 2.68937 0.07 0.27 -0.01 -0.371
O -3.19559 -2.64760 -2.69891 -0.46 0.59 -1.19 -0.889
C -0.68711 -0.80568 -2.23502 0.64 -0.55 1.38 0.692
O 1.57933 -0.59950 1.01365 0.19 -0.16 0.26 -0.570
O -4.51384 -2.94572 -0.74964 -1.01 0.49 0.15 -0.910
C 3.14812 2.55135 1.43216 -0.48 0.36 -0.40 0.328
C 2.36647 0.25580 1.38465 -0.26 0.55 -0.29 0.488
H -0.90196 0.61186 -0.64271 -0.36 -0.22 -0.33 0.220
H -2.48922 -1.36798 -0.23194 -0.29 0.26 -0.36 0.231
H 0.65629 -1.08910 -0.75842 -0.22 -0.58 0.16 0.382
H 3.83367 4.27149 1.53543 -0.04 0.06 -0.06 0.508
H -0.18725 -2.47238 -1.16158 0.20 0.04 -0.09 0.383
```
Positions in Å, forces in eV/Å.

Summary:
Kohn-Sham gap	0.2886	Eh
HOMO level	-9.81	eV
multiplicity	1

Density functional theory data (wB97M-V/def2-TZVPD) for one molecule with the formula C9H11N2O3P in a non-equilibrium geometry.

XYZ file:
```
26
Properties=species:S:1:pos:R:3:forces:R:3:nbo_charge:R:1
O 3.12174 1.43367 0.31970 -0.19 -0.20 -0.36 -0.474
H -1.02840 0.41837 -2.82531 -0.28 0.27 -0.23 0.385
H 3.71260 -0.54010 -1.33207 0.22 0.05 -0.01 0.236
C 0.22677 -0.58990 0.55708 0.44 0.58 0.06 0.003
O -2.22608 1.36775 -0.88955 0.53 -0.25 0.01 -0.564
H -2.20133 -1.84381 -0.47885 0.29 -0.19 -0.03 0.235
C 2.08122 -1.75995 -0.75006 0.42 0.70 -0.29 -0.227
H 0.32481 2.74262 3.20770 0.09 0.01 0.26 0.365
C -1.16668 -0.70807 1.07367 0.28 -0.50 0.22 -0.438
N 1.07148 2.58059 2.54318 -0.38 -0.26 -0.49 -1.286
C -2.19879 -0.85513 -0.03734 -0.76 0.19 -0.23 -0.505
C 0.84750 -1.84934 0.05267 -0.21 -1.00 0.12 0.494
O 0.35301 -2.93472 0.30739 0.09 0.52 -0.18 -0.495
H -1.40316 0.10061 1.74778 -0.12 0.36 -0.04 0.229
H -1.20838 -1.61499 1.67110 -0.01 -0.16 0.09 0.257
C 2.80066 -0.63675 -0.76802 -0.33 -0.38 0.12 -0.219
P 0.43114 2.17096 1.15810 0.82 0.61 1.54 1.315
H -0.96883 2.16605 1.18798 0.00 -0.12 -0.59 -0.031
C -2.02267 0.19455 -1.10714 -0.43 0.26 -0.07 0.707
C 0.96718 0.53367 0.54525 -0.53 -0.07 -0.34 -0.395
N -1.57236 -0.29761 -2.36292 0.48 0.19 0.39 -0.894
H -3.18088 -0.69854 0.40005 -0.17 0.03 0.12 0.240
H 0.82757 3.04401 0.12898 -0.24 -0.35 -0.34 -0.056
C 2.37257 0.51718 0.04588 0.16 0.44 0.28 0.488
H 2.39653 -2.61049 -1.32923 -0.13 -0.37 0.09 0.236
H -2.35754 -0.55139 -2.94526 -0.03 -0.37 -0.12 0.394
```
Positions in Å, forces in eV/Å.

Summary:
SMILES	N=[PH2]C1=C(CCC(N)=O)C(=O)C=CC1=O
Kohn-Sham gap	0.2517	Eh
HOMO level	-8.53	eV
relative energy (zero: lowest compared OMol25 entry of this formula, charge and spin)	0.00	kJ/mol
multiplicity	1

Density functional theory data (wB97M-V/def2-TZVPD) for an isolated ion of composition C9H11N2O3S and charge -1 in a non-equilibrium geometry.

XYZ file:
```
26
Properties=species:S:1:pos:R:3:forces:R:3:nbo_charge:R:1
C -0.82087 -0.73863 0.76880 0.51 -0.58 -0.18 -0.080
H -1.68668 -1.10856 1.46058 1.80 1.06 -0.66 0.195
H -2.56793 -2.93300 -0.23459 -2.07 0.12 0.87 0.179
C -0.63593 0.71108 0.45178 0.18 0.12 0.12 -0.067
H 2.19626 2.47597 -0.13754 1.54 0.29 -0.14 0.233
C -0.99351 -1.48702 -0.57511 1.25 -2.01 1.36 -0.422
N 1.46642 -0.04725 0.84551 2.23 -1.43 0.27 -0.502
H -1.46026 -3.46246 -1.24757 0.83 -1.93 -2.93 0.199
C 0.17574 3.17524 -0.46141 1.06 -0.53 1.80 -0.222
O 3.80050 0.43192 0.02572 -0.81 -1.71 -0.13 -1.011
N 0.57908 -1.00754 1.29671 -1.59 -2.23 1.65 -0.452
C 1.18493 2.23110 -0.10089 -2.69 0.09 0.04 -0.224
C 0.76145 1.00525 0.41442 -2.26 1.52 -1.25 0.171
H -1.94777 3.70540 -0.47015 1.21 -1.61 0.29 0.188
O 2.21372 -0.49536 -1.54907 -0.24 -0.51 -0.97 -1.011
H 0.59688 4.21301 -0.50097 -1.05 -0.85 -0.68 0.204
H -1.04560 -3.40788 0.39290 1.11 -1.03 1.63 0.208
H -2.59315 1.34382 0.24126 -2.21 -0.36 -0.01 0.198
O 3.11432 -1.98191 0.18183 0.00 0.27 0.17 -0.967
C -1.60918 1.60226 0.08340 2.27 0.09 0.49 -0.230
C -1.53910 -2.94526 -0.38615 -0.05 3.96 0.07 -0.598
C -1.18889 2.84810 -0.28643 -0.41 3.79 -1.38 -0.255
H 0.57692 -1.00204 2.32884 0.00 0.13 -0.77 0.340
S 2.81592 -0.64264 -0.25255 0.38 2.67 1.12 2.478
H 0.00652 -1.61482 -0.96784 0.54 0.06 0.05 0.245
H -1.39978 -0.86875 -1.32151 -1.51 0.58 -0.82 0.204
```
Positions in Å, forces in eV/Å.

Summary:
SMILES	CC[C@H]1NN(S(=O)(=O)[O-])c2ccccc21
Kohn-Sham gap	0.2783	Eh
HOMO level	-4.15	eV
net charge	-1
relative energy (zero: lowest compared OMol25 entry of this formula, charge and spin)	0.00	kJ/mol
multiplicity	1